# C7H14

The ion C7H14 with charge +1 in a non-equilibrium geometry (wB97M-V/def2-TZVPD, OMol25).

Calculated values
**2S+1**: 2
**Frontier orbital gap (spin up / spin down)**: 9.04 / 4.53 eV
**Net charge**: +1
**Energy above the lowest of the compared OMol25 structures with the same formula, charge and spin**: 65.15 kcal per mole
**HOMO (spin up / spin down)**: -13.94 / -13.83 eV

```
21
Properties=species:S:1:pos:R:3:forces:R:3
C -0.910 -2.673 -1.720 -0.7 -4.1 0.4
C -0.015 -1.535 -1.450 1.4 3.3 -1.6
C -0.666 -0.491 -0.437 3.9 0.1 -1.2
C 0.157 -0.556 0.948 -1.6 0.3 -0.9
C 0.983 0.774 1.131 -0.6 -2.2 -2.3
C 0.047 1.941 1.156 0.9 -2.9 1.7
C 0.512 3.159 0.776 0.5 3.1 -2.4
H -1.321 -3.071 -0.737 0.4 0.6 -0.9
H -1.799 -2.305 -2.265 0.5 -0.5 -0.1
H -0.488 -3.748 -2.163 -0.8 3.3 0.6
H 0.325 -0.933 -2.417 -1.5 -1.1 1.3
H 1.030 -1.663 -1.169 -0.1 -1.0 0.8
H -1.687 -0.718 -0.275 -1.0 0.2 0.0
H -0.420 0.499 -0.953 -1.0 -0.8 1.0
H -0.643 -0.605 1.665 -0.2 0.2 0.9
H 0.595 -1.572 1.000 0.7 1.1 0.1
H 1.603 0.617 2.032 -0.1 0.6 0.1
H 1.706 0.766 0.224 -0.8 0.7 1.5
H -0.927 1.770 1.635 0.3 0.3 -0.4
H 1.564 3.162 0.305 -1.7 0.5 1.0
H -0.189 4.083 0.700 1.6 -1.6 0.3
```
Forces are in eV/Å.

***

# C7H14AlFNO3

A structure of composition C7H14AlFNO3 in a non-equilibrium geometry (wB97M-V/def2-TZVPD, OMol25).

Calculated values
**2S+1**: 1
**Frontier orbital gap**: 6.09 eV
**Net charge**: -1
**HOMO**: -3.49 eV

```
27
Properties=species:S:1:pos:R:3:forces:R:3
C -0.171 -1.110 1.962 -0.4 -0.1 -0.2
C -1.232 -1.901 1.661 0.4 -1.0 1.4
Al -0.952 -3.489 0.409 -0.1 -0.5 0.5
N -1.161 -2.690 -1.280 0.3 0.2 0.4
C 0.061 -2.167 -1.897 -0.6 0.0 -0.4
C -0.028 -0.683 -2.257 0.7 -0.2 0.3
H -0.088 -0.063 1.657 -0.5 0.4 1.3
H 0.698 -1.559 2.445 0.7 -0.1 -1.3
H -2.251 -1.617 1.951 -0.1 1.1 -1.6
H -2.041 -4.687 0.633 -0.1 0.1 0.0
H 0.576 -4.034 0.574 0.0 0.0 -0.1
H -1.839 -1.936 -1.243 -0.1 -0.1 -0.1
H 0.928 -2.322 -1.244 0.1 0.0 -0.1
H 0.254 -2.720 -2.830 0.2 -0.1 0.1
H -0.961 -0.443 -2.768 0.0 0.0 0.0
H 0.822 -0.414 -2.894 -0.1 0.1 -0.1
H 0.077 -0.081 -1.353 -0.3 0.1 0.0
C 1.119 2.542 1.290 0.1 0.0 0.1
C 0.850 4.022 1.108 0.1 -0.1 -0.1
O 0.563 4.115 -0.271 -0.2 0.0 0.1
C 0.055 2.903 -0.668 0.1 -0.3 0.0
O -0.513 2.701 -1.683 0.0 0.3 -0.2
O 0.292 1.974 0.281 0.0 0.0 0.0
F 1.935 4.789 1.394 0.0 0.0 0.0
H 2.166 2.312 1.081 0.0 0.1 0.0
H 0.846 2.153 2.266 -0.1 -0.1 -0.1
H -0.002 4.401 1.676 0.1 0.1 0.1
```
Forces are in eV/Å.

***

# C7H14AlNO

A structure of composition C7H14AlNO in a non-equilibrium geometry (wB97M-V/def2-TZVPD, OMol25).

Calculated values
**2S+1**: 1
**Frontier orbital gap**: 4.33 eV
**Net charge**: +2
**Energy above the lowest of the compared OMol25 structures with the same formula, charge and spin**: 0.00 kcal per mole
**HOMO**: -17.25 eV

```
24
Properties=species:S:1:pos:R:3:forces:R:3
Al -1.880 -1.910 -1.760 0.8 -0.3 0.5
C -0.246 3.089 -2.708 0.1 1.8 -1.9
C -1.295 2.070 -1.996 -0.6 -0.4 3.7
C -2.739 2.422 -2.637 -1.1 1.0 -1.8
O -0.969 0.904 -2.246 0.4 -0.7 -1.1
H 0.757 2.843 -2.374 -0.1 -0.5 0.1
H -0.559 4.086 -2.377 -0.3 -0.3 0.6
H -0.399 3.106 -3.785 0.3 -0.5 0.0
H -1.346 2.274 -0.918 0.1 0.3 0.0
H -2.699 2.470 -3.723 0.1 -0.1 0.0
H -3.026 3.395 -2.230 0.6 0.0 0.2
H -3.469 1.682 -2.316 0.5 -0.4 0.3
C 1.344 -1.143 3.369 -0.2 -0.1 -0.6
C 2.233 -2.249 2.811 -0.7 -0.1 -0.4
C 1.422 -3.243 1.944 0.2 0.0 0.2
C 0.869 -2.627 0.746 -0.1 -0.1 0.1
N 0.432 -2.141 -0.200 -0.9 0.1 -0.5
H 1.920 -0.428 3.949 -0.1 -0.1 0.2
H 0.523 -1.576 3.943 0.2 0.1 0.3
H 0.856 -0.595 2.556 0.2 0.1 0.0
H 2.624 -2.848 3.630 0.4 0.1 -0.1
H 3.012 -1.842 2.168 0.3 0.0 0.4
H 0.601 -3.656 2.536 -0.1 0.0 -0.1
H 2.036 -4.085 1.619 0.0 0.0 0.0
```
Forces are in eV/Å.

***

# C7H14BrN2

The ion C7H14BrN2 with charge +1 in a non-equilibrium geometry (wB97M-V/def2-TZVPD, OMol25).

Calculated values
**2S+1**: 1
**Frontier orbital gap (spin up / spin down)**: 8.38 / 8.38 eV
**Net charge**: +1
**Energy above the lowest of the compared OMol25 structures with the same formula, charge and spin**: 53.32 kcal per mole
**HOMO (spin up / spin down)**: -13.00 / -13.00 eV
**SMILES**: CC(C)N/C=C\[N+](C)=C\Br

```
24
Properties=species:S:1:pos:R:3:forces:R:3
C -0.574 -2.035 -0.123 3.3 1.0 1.5
C 0.398 -1.314 0.575 -0.3 -2.0 0.1
C -1.956 -0.171 -0.351 -0.5 -0.4 0.2
C 2.389 1.020 -0.389 -2.2 -0.3 -0.6
C 0.249 2.384 -0.175 -3.1 -1.7 1.0
C -2.847 -2.450 -0.249 -5.7 -2.2 -0.2
C 0.828 0.911 -0.260 0.7 1.4 -1.1
N -1.830 -1.501 -0.308 1.0 3.5 -1.1
N 0.343 0.067 0.805 -0.2 -0.6 0.9
Br -3.477 0.752 0.162 -0.3 -0.5 -0.1
H -0.411 -3.099 -0.329 -0.3 0.6 0.1
H 1.195 -1.978 1.040 -0.8 1.1 -0.6
H -1.232 0.595 -0.653 -0.1 -1.4 -0.1
H 2.797 0.056 -0.738 0.2 0.7 0.2
H 2.510 1.869 -1.060 0.6 -0.4 -0.3
H 2.685 1.332 0.559 1.4 0.3 1.6
H -0.932 2.510 -0.243 2.1 -0.8 -0.5
H 0.677 2.838 -1.032 0.3 1.4 -0.2
H 0.294 2.839 0.844 1.2 -0.1 -0.9
H -2.869 -2.967 0.721 0.5 -0.2 -0.5
H -3.934 -2.065 -0.276 1.9 0.4 0.1
H -2.979 -3.178 -1.132 1.3 1.0 1.3
H 0.659 0.398 -1.214 -1.1 0.3 0.0
H 0.616 0.466 1.729 0.0 -1.1 -0.8
```
Forces are in eV/Å.

***

# C7H14ClN5S

The ion C7H14ClN5S with charge +2 in a non-equilibrium geometry (wB97M-V/def2-TZVPD, OMol25).

Calculated values
**2S+1**: 1
**Frontier orbital gap (spin up / spin down)**: 5.63 / 5.63 eV
**Net charge**: +2
**Energy above the lowest of the compared OMol25 structures with the same formula, charge and spin**: 0.00 kcal per mole
**HOMO (spin up / spin down)**: -16.51 / -16.50 eV

```
28
Properties=species:S:1:pos:R:3:forces:R:3
C 2.918 -0.646 0.001 2.6 -0.2 0.5
C 3.040 1.860 0.115 -2.7 1.6 0.9
C -3.401 -0.332 0.142 -1.6 -0.2 -0.7
C -2.245 0.592 0.114 0.1 2.4 -3.2
C -2.947 -1.656 0.612 -1.8 -2.1 0.9
C -1.026 0.051 -0.759 1.6 2.1 3.7
C -1.872 -2.233 -0.247 -0.3 -1.9 -2.4
N 1.639 -0.683 -0.048 -2.7 -0.7 -0.3
N -0.723 -1.346 -0.361 1.7 -0.2 0.7
N 3.524 0.523 0.015 0.4 -1.1 0.4
N 1.823 2.137 0.319 0.2 -4.0 -0.8
N 4.044 2.732 0.161 1.7 1.2 -1.0
S 0.709 -1.911 0.112 -1.3 1.5 -0.6
Cl 3.886 -2.121 0.101 -0.6 1.4 -0.2
H -4.146 0.087 0.797 -0.3 0.1 0.5
H -3.989 -0.524 -0.783 0.8 0.6 0.0
H -2.530 1.647 -0.375 0.7 -2.3 1.0
H -1.943 0.812 1.104 0.6 0.1 1.0
H -2.570 -1.643 1.634 0.0 0.1 0.2
H -3.796 -2.448 0.612 1.3 1.3 0.0
H -1.195 0.297 -1.766 -0.3 -0.9 -1.7
H -0.093 0.662 -0.466 -1.3 -0.9 -0.5
H -1.697 -3.304 0.105 0.6 1.5 -0.7
H -2.096 -2.214 -1.381 -0.6 -0.6 1.6
H 4.513 0.501 0.159 0.7 -0.5 -0.1
H 1.452 3.032 0.295 0.0 2.2 0.1
H 4.946 2.401 -0.195 -0.4 0.9 0.1
H 3.776 3.725 -0.018 0.7 -1.3 0.3
```
Forces are in eV/Å.

***

# C7H14F3N2O11P3S2

A cluster of 2 separate species, C7H14F3N2O11P3S2 in total in a non-equilibrium geometry (wB97M-V/def2-TZVPD, OMol25).

Calculated values
**2S+1**: 1
**Frontier orbital gap**: 5.42 eV
**Net charge**: 0
**HOMO**: -8.16 eV

```
42
Properties=species:S:1:pos:R:3:forces:R:3
O 0.770 1.391 2.645 0.5 -2.9 -3.4
P 0.865 0.074 1.875 0.5 0.2 6.7
O -0.342 -0.956 2.552 1.5 2.0 -3.1
O 2.339 -0.744 2.038 -3.6 1.0 -0.7
N 0.475 0.197 0.157 -1.0 -1.9 -0.4
C -0.229 -0.928 -0.399 2.0 4.4 -2.2
N -0.427 -0.549 -1.785 2.4 0.2 4.0
P -1.228 -1.523 -3.041 -3.3 -0.1 -3.9
O -2.085 -2.831 -2.356 1.8 1.3 -0.1
O -0.117 -2.117 -4.197 0.2 0.5 3.6
C 0.127 0.796 -2.037 1.5 0.3 2.1
C 0.031 1.519 -3.450 -0.5 0.2 0.5
C -1.133 2.657 -3.311 0.1 -0.6 0.2
C -2.579 2.079 -3.760 0.4 0.3 1.0
O -3.425 1.964 -2.562 0.8 -0.9 -0.6
C 0.781 1.325 -0.714 -3.7 -4.4 -2.9
P 1.645 2.970 -0.411 2.0 1.8 -1.0
O 0.451 4.176 -0.498 1.8 -2.2 0.9
O 2.593 3.032 0.987 -2.7 -0.5 -1.9
S 2.862 3.271 -1.931 -0.9 -0.5 0.7
H -1.179 -0.463 2.333 0.8 -0.6 0.7
H 2.307 -1.441 2.774 -0.4 0.6 -0.2
H -0.517 -1.873 0.163 0.4 1.4 -0.9
H -3.001 -2.827 -2.735 1.1 0.3 0.3
H 0.781 -2.256 -3.811 -0.6 -0.2 -0.6
H -0.235 0.797 -4.303 0.4 0.9 1.5
H 1.027 2.006 -3.714 -1.2 -0.8 0.7
H -1.179 2.921 -2.187 -0.2 -0.2 -1.9
H -0.846 3.596 -3.890 -0.3 -1.4 0.7
H -3.094 2.820 -4.467 0.7 -1.3 1.0
H -2.480 1.027 -4.192 -0.1 1.6 0.1
H -3.226 1.095 -2.133 -0.3 1.1 -0.6
H 0.751 4.764 -1.233 0.0 -0.5 0.6
H 3.220 2.275 1.051 -0.5 0.5 -0.2
C 0.041 -3.976 5.933 -1.0 -0.6 0.2
F -1.057 -3.181 5.880 0.6 0.0 -0.1
F -0.015 -4.610 7.127 0.4 0.5 -0.6
F -0.149 -4.935 4.992 0.4 0.5 0.2
S 1.625 -3.033 5.692 2.3 0.7 1.0
O 1.662 -2.059 6.774 -0.8 -0.7 -0.7
O 1.506 -2.423 4.366 -0.5 -0.1 -0.5
O 2.684 -4.029 5.776 -1.2 0.1 -0.3
```
Forces are in eV/Å.

***

| no. | energy (eV) |
| --- | --- |
| 1 | -7474.1228 |
| 2 | -24432.2994 |
| 3 | -17598.3007 |
| 4 | -80499.1145 |
| 5 | -38274.5613 |
| 6 | -90677.0199 |